Entry 1:
108
Properties=species:S:1:pos:R:3:forces:R:3:mulliken_charge:R:1 method="wB97M-V/def2-TZVPD" total_energy_ha=-2282.3749 smiles="COC[C@H](C)N.COC[C@H](C)N.COC[C@H](C)N.COC[C@H](C)N.NC(N)=O.NC(N)=O.NC(N)=O.NC(N)=O.NC(N)=O" e_above_lowest_kcal_mol=20.8 homo_lumo_gap_ha=0.3409 largest_force_ev_per_a=3.2
C 3.75107 -0.42733 1.55922 -1.1 0.7 -1.1 -0.97
O 2.45090 -0.60432 0.94925 0.9 -1.6 1.4 0.10
C 2.01316 0.28653 -0.01863 -0.2 0.3 0.9 -1.20
C 0.55571 -0.04161 -0.29775 0.7 0.3 -1.9 1.04
C 0.34038 -1.44487 -0.84515 -0.7 -0.1 1.0 -0.24
N 0.05121 1.01432 -1.20672 -0.6 0.1 0.9 0.35
H 3.91821 -1.24299 2.26315 -0.2 0.2 -0.1 0.21
H 3.79030 0.55674 2.04805 0.0 -0.2 0.2 0.32
H 4.50242 -0.42148 0.77139 0.3 -0.2 0.0 0.33
H 2.05830 1.27527 0.42700 -0.1 0.7 -0.2 0.09
H 2.62892 0.27664 -0.90079 0.4 -0.1 -0.7 0.54
H 0.05814 0.05323 0.63817 -0.7 0.2 0.8 0.01
H -0.73327 -1.75029 -0.83134 0.7 0.4 -0.1 -0.48
H 0.84948 -2.10747 -0.14869 0.1 -0.4 -0.2 -0.01
H 0.72925 -1.52239 -1.84604 0.2 -0.1 -0.4 0.20
H -0.95328 0.90022 -1.15841 -0.3 0.3 -0.3 -0.33
H 0.29402 0.88491 -2.18291 0.3 -0.4 0.0 0.01
C -3.99571 5.03198 0.31376 0.3 -0.3 1.6 -0.69
O -3.87858 3.86729 -0.47382 0.3 -0.7 0.0 -0.47
C -3.18017 2.78760 0.21692 -0.8 1.4 0.3 1.41
C -3.94117 2.34169 1.46568 0.8 -0.1 0.6 0.65
C -3.13960 1.23717 2.19584 -0.7 0.2 -0.7 -0.77
N -5.28756 1.93498 1.16256 -1.3 0.1 -0.6 -0.65
H -3.18099 5.07369 1.06480 -0.1 0.1 -0.4 0.20
H -4.92468 5.05732 0.92827 0.2 -0.1 -0.6 0.23
H -3.92546 5.92382 -0.28003 -0.1 0.2 -0.5 0.33
H -3.07256 1.98746 -0.50643 -0.1 -0.3 -0.1 -0.70
H -2.20526 3.16940 0.47832 0.4 0.0 0.2 -0.40
H -4.04324 3.16779 2.18490 0.4 0.0 -0.3 0.51
H -2.93315 0.39889 1.53444 0.2 0.0 -0.3 -0.16
H -3.76257 0.81924 2.97730 0.0 0.1 0.4 0.43
H -2.21273 1.64464 2.57699 0.2 0.0 0.3 -0.23
H -5.33307 1.68636 0.17072 -0.1 0.0 0.4 0.14
H -5.93767 2.73063 1.26707 0.5 -0.6 -0.1 0.34
C 2.62591 -3.49847 -2.34629 -0.1 -0.2 -0.6 -0.74
O 3.52129 -4.36590 -3.08924 -1.2 -0.2 1.0 -0.39
C 4.89073 -4.21473 -2.89151 1.5 0.9 0.8 -0.55
C 5.36683 -4.24494 -1.40651 0.4 -1.4 0.0 1.10
C 6.91307 -4.33122 -1.21889 -0.1 -0.4 -0.3 -1.39
N 4.87071 -5.44826 -0.77760 -0.5 -0.2 -0.3 -0.68
H 1.76586 -4.09469 -2.00302 0.4 0.1 -0.1 0.34
H 2.21717 -2.74964 -3.04186 0.1 -0.1 0.1 0.33
H 3.02542 -2.96371 -1.47110 0.3 -0.4 -0.3 0.29
H 5.43110 -4.96589 -3.51880 -0.6 0.6 0.5 0.32
H 5.16765 -3.18709 -3.15933 0.3 0.0 -0.7 0.24
H 4.94068 -3.34897 -0.92453 0.5 0.1 -0.1 -0.41
H 7.33700 -3.52657 -1.79731 0.6 0.4 0.0 0.38
H 7.35341 -5.30131 -1.60956 -0.9 1.0 0.3 0.33
H 7.25425 -4.26941 -0.14790 -0.6 0.2 -1.0 0.35
H 3.87744 -5.57694 -0.97199 0.3 0.0 0.6 0.25
H 5.10841 -5.39297 0.20111 -0.6 -0.4 0.2 0.25
C 0.42921 -4.00091 1.85695 -0.3 0.2 0.9 -0.57
O 0.78981 -2.76272 2.54743 0.2 -1.5 0.1 -0.13
C -0.09825 -2.60877 3.62772 -0.9 -0.3 0.0 -0.81
C 0.20226 -1.42232 4.48438 1.7 0.5 1.5 0.38
C -1.00949 -1.14793 5.43188 0.9 -0.9 -0.1 -1.42
N 0.60626 -0.23039 3.72046 0.1 0.1 -0.1 -0.14
H 1.11932 -4.15617 1.01140 -0.5 0.4 0.2 0.05
H -0.64240 -3.81935 1.58412 0.9 -0.8 -0.4 0.32
H 0.52982 -4.94135 2.51325 -0.2 1.5 -0.6 0.30
H -1.11545 -2.46569 3.26209 -0.4 -0.1 -0.5 0.30
H -0.15857 -3.50219 4.27497 0.3 0.0 -0.2 0.42
H 1.10195 -1.69042 5.10718 -0.8 0.2 -0.3 0.18
H -1.26653 -2.09929 5.92338 0.0 0.3 -0.1 0.39
H -1.86559 -0.84879 4.86045 -0.6 0.2 -0.5 0.32
H -0.87751 -0.41896 6.23464 0.5 0.0 -0.3 0.36
H 1.04741 -0.44979 2.82180 0.3 -0.6 0.4 0.04
H -0.24968 0.16695 3.42209 -1.2 0.9 -0.4 -0.02
N -3.37897 -2.30391 -1.88893 0.9 -0.9 0.4 -0.23
C -3.47969 -2.14737 -0.53692 -1.5 1.5 -0.4 0.35
N -4.48242 -1.15186 -0.15894 1.6 -1.4 0.2 -0.29
O -2.75927 -2.76999 0.23369 -0.9 0.7 0.0 -0.64
H -3.78250 -1.73185 -2.58134 -1.1 0.8 -0.4 0.15
H -2.69379 -2.95949 -2.22452 0.0 0.0 0.3 0.24
H -4.71138 -1.15521 0.82337 0.1 0.0 -0.1 0.25
H -5.18660 -0.71944 -0.76279 0.7 -0.9 -0.1 0.23
N -5.22279 1.91767 -2.20304 0.7 -1.3 -0.9 -0.29
C -4.63843 0.81420 -2.82132 2.3 0.5 -0.6 0.36
N -3.24988 0.98970 -3.23420 -2.8 1.2 0.8 -0.36
O -5.23052 -0.23453 -3.03388 0.1 0.5 0.5 -0.63
H -4.76982 2.83756 -2.07225 -0.6 -0.9 0.1 0.21
H -6.20038 1.72203 -2.03189 0.1 0.7 0.0 0.26
H -2.87404 1.87975 -2.97574 0.3 0.4 0.0 0.23
H -2.56023 0.27386 -3.24208 -0.1 -0.9 0.0 0.24
N 1.04374 3.00304 2.58371 -0.7 -1.4 1.6 -0.33
C -0.09340 3.59830 3.13146 -0.7 2.4 -1.2 0.48
N -0.51875 3.10507 4.30185 0.1 -0.8 0.4 -0.30
O -0.71267 4.58671 2.65683 1.5 -1.8 -0.2 -0.70
H 1.44135 3.30352 1.72725 -0.1 0.5 -0.6 0.29
H 1.33156 2.05195 2.91100 -0.5 1.3 -0.3 0.18
H -1.31832 3.49240 4.77209 0.2 0.2 -0.3 0.21
H 0.06703 2.46505 4.77482 0.3 -0.7 0.6 0.21
N 0.02090 4.25253 -2.67221 1.0 -2.1 -0.1 -0.40
C 0.07935 4.88140 -1.42480 0.5 1.2 -0.5 0.45
N -0.12170 4.15037 -0.31111 0.2 -0.4 0.6 -0.01
O 0.27039 6.09268 -1.39991 -0.3 -0.2 0.2 -0.70
H 0.38215 4.88853 -3.37091 -0.1 0.0 0.1 0.28
H 0.51343 3.31814 -2.74866 -1.0 1.4 0.3 0.15
H -0.04648 3.14109 -0.30805 -0.1 0.0 -0.4 -0.04
H -0.08866 4.63044 0.58885 -0.2 0.0 -0.4 0.05
N 3.24537 -0.00019 -3.91476 1.5 1.3 -0.7 -0.30
C 2.17833 0.71367 -4.35663 0.3 0.4 0.9 0.67
N 2.49099 1.98634 -4.74417 0.1 0.4 -0.3 -0.43
O 1.01977 0.35411 -4.27652 -0.3 -0.5 -0.1 -0.69
H 3.09029 -0.95508 -3.71299 0.2 -0.9 0.1 0.08
H 4.17082 0.35977 -4.23507 -1.2 -1.1 0.7 0.20
H 3.42781 2.32393 -4.91253 -0.2 -0.3 0.0 0.17
H 1.78716 2.32885 -5.35568 -0.4 0.7 -0.4 0.28

Entry 2:
17
Properties=species:S:1:pos:R:3:forces:R:3:nbo_charge:R:1 method="wB97M-V/def2-TZVPD" total_energy_ha=-983.5495 e_above_lowest_kcal_mol=97.0 homo_lumo_gap_ha="0.3127 / 0.2106" largest_force_ev_per_a=3.5
C -1.74422 -0.73096 0.62092 1.7 0.4 2.0 -0.38
C -1.10729 0.63308 0.63150 -1.8 -2.3 -0.4 -0.18
C -1.30573 -1.89591 1.17625 -0.4 3.2 -1.4 -0.14
C 0.15151 0.86549 0.31896 2.5 1.6 -0.5 -0.52
C 0.67024 2.26137 0.60819 -0.1 0.6 0.8 -0.64
C 0.74628 -1.66286 -1.53916 1.6 1.8 -0.3 -1.09
Si 1.40256 -0.23170 -0.42958 -1.9 -1.8 0.5 1.31
Cl 3.33299 0.33400 -0.71597 0.0 0.3 -0.1 -0.35
H -2.75736 -0.46925 0.42741 -1.4 -1.1 -0.3 0.22
H -1.83167 1.45632 0.76658 0.6 -0.3 0.3 0.20
H -1.82807 -2.81055 1.12260 -0.3 -1.2 0.0 0.16
H 0.06187 3.01210 0.04686 0.8 -0.4 0.3 0.22
H 1.75226 2.31091 0.38386 -0.6 0.5 0.0 0.21
H 0.54298 2.48208 1.70955 0.2 -0.1 -1.1 0.22
H 1.59609 -2.38072 -1.59260 -1.1 0.1 -0.1 0.25
H -0.14885 -1.93140 -1.00550 -0.1 -0.7 0.0 0.26
H 0.46642 -1.24200 -2.52986 0.3 -0.5 0.4 0.24

Entry 3:
11
Properties=species:S:1:pos:R:3:forces:R:3:nbo_charge:R:1 method="wB97M-V/def2-TZVPD" total_energy_ha=-306.1048 smiles="C#CC(=O)C#CC" e_above_lowest_kcal_mol=66.9 homo_lumo_gap_ha=0.3721 largest_force_ev_per_a=0.8
C -1.44170 -1.13407 2.57652 0.2 -0.1 -0.5 -0.13
C -0.85483 -1.32997 1.54354 -0.4 -0.1 0.6 -0.12
C -0.14097 -1.52953 0.28979 0.3 -0.2 0.0 0.46
O 0.80245 -2.27923 0.17615 -0.5 0.0 0.1 -0.48
C -0.51275 -0.59990 -0.76535 0.6 0.6 -0.1 -0.16
C -0.02455 0.42765 -1.18473 -0.1 -0.5 0.3 0.15
C 0.84648 1.55627 -1.44609 0.1 0.1 -0.1 -0.70
H -1.97717 -0.97978 3.48669 0.1 0.0 -0.1 0.24
H 0.55245 2.16412 -2.30191 0.0 0.0 0.1 0.25
H 1.85005 1.14797 -1.61372 -0.1 0.2 -0.1 0.25
H 0.86645 2.17537 -0.54201 0.0 0.1 -0.3 0.25

Entry 4:
7
Properties=species:S:1:pos:R:3:forces:R:3:mulliken_spin:R:1 method="wB97M-V/def2-TZVPD" total_energy_ha=-512.3902 e_above_lowest_kcal_mol=0.0 homo_lumo_gap_ha="0.2154 / 0.2032" spin_multiplicity=2 largest_force_ev_per_a=1.7
C -0.97531 1.13732 -0.58007 0.3 0.5 -0.8 0.33
C -1.30173 1.56262 -1.73239 -0.2 0.2 -1.7 0.18
O -1.35390 1.97746 -2.87887 0.1 -0.2 1.6 0.30
O 1.95750 -1.97835 1.48708 0.9 -0.8 -0.5 0.00
O -1.15613 0.37884 0.40337 0.1 -0.8 1.4 0.19
C 2.76192 -2.65058 1.06253 -0.1 0.1 0.1 0.00
Tl 0.06765 -0.42731 2.23835 -1.2 1.0 0.0 0.00